# C59H58F10N4PSi

A 10-piece molecular cluster, C59H58F10N4PSi overall (wB97M-V/def2-TZVPD, the Open Molecules 2025 dataset).

Calculated values
**Net charge**: +1
**LUMO level**: -3.27 eV
**Multiplicity**: 1
**M**: 1072.18 Da

Geometry (Å):
C: 5.73 3.15 3.41
Si: 5.87 1.46 2.58
C: 6.43 1.77 0.82
C: 7.03 0.42 3.60
C: 4.08 0.73 2.66
N: 3.05 1.36 2.09
C: 1.91 0.59 2.37
P: 0.25 1.20 1.80
N: -0.56 1.73 3.03
N: 2.22 -0.44 3.04
N: 3.55 -0.33 3.20
F: 4.22 -1.23 3.89
H: 6.64 3.72 3.31
H: 4.86 3.68 3.01
H: 5.48 2.97 4.46
H: 7.45 2.12 0.89
H: 5.86 2.60 0.40
H: 6.41 0.89 0.18
H: 7.11 -0.62 3.27
H: 8.01 0.90 3.63
H: 6.64 0.39 4.62
H: 3.12 2.24 1.60
H: -0.33 0.12 1.13
H: 0.46 2.21 0.84
H: -0.78 2.71 2.89
F: -1.02 -0.45 -0.77
C: -2.17 -1.16 -0.99
C: -3.30 -0.84 -0.27
C: -4.46 -1.56 -0.51
C: -4.47 -2.58 -1.44
C: -3.32 -2.89 -2.15
C: -2.15 -2.17 -1.93
H: -3.27 -0.04 0.46
H: -5.36 -1.31 0.04
H: -5.38 -3.14 -1.62
H: -3.33 -3.69 -2.88
H: -1.24 -2.39 -2.48
F: 2.33 -6.28 0.54
C: 3.38 -5.81 1.25
C: 3.24 -4.62 1.92
C: 4.31 -4.13 2.65
C: 5.51 -4.84 2.69
C: 5.63 -6.04 2.00
C: 4.55 -6.54 1.28
H: 2.30 -4.08 1.87
H: 4.22 -3.20 3.18
H: 6.35 -4.45 3.25
H: 6.56 -6.59 2.03
H: 4.62 -7.47 0.74
F: -6.13 1.61 -0.66
C: -7.45 1.41 -0.47
C: -8.19 0.81 -1.48
C: -9.55 0.60 -1.28
C: -10.15 1.01 -0.10
C: -9.39 1.62 0.89
C: -8.03 1.82 0.71
H: -7.70 0.51 -2.39
H: -10.13 0.13 -2.05
H: -11.21 0.85 0.05
H: -9.86 1.93 1.81
H: -7.42 2.28 1.47
F: 1.23 2.94 -1.57
C: 0.30 2.92 -2.56
C: -0.88 2.24 -2.35
C: -1.84 2.22 -3.35
C: -1.59 2.86 -4.56
C: -0.39 3.54 -4.75
C: 0.56 3.57 -3.75
H: -1.05 1.74 -1.41
H: -2.77 1.70 -3.19
H: -2.34 2.84 -5.34
H: -0.20 4.04 -5.69
H: 1.50 4.09 -3.88
F: 8.22 -7.47 2.53
C: 8.47 -8.57 3.29
C: 8.91 -9.72 2.68
C: 9.17 -10.83 3.46
C: 8.98 -10.79 4.83
C: 8.52 -9.62 5.43
C: 8.27 -8.49 4.66
H: 9.06 -9.74 1.61
H: 9.53 -11.74 3.00
H: 9.18 -11.66 5.44
H: 8.37 -9.58 6.50
H: 7.92 -7.57 5.10
F: -4.63 -7.82 0.68
C: -3.33 -7.50 0.76
C: -2.73 -7.41 2.00
C: -1.39 -7.09 2.07
C: -0.66 -6.85 0.91
C: -1.28 -6.95 -0.32
C: -2.62 -7.28 -0.41
H: -3.32 -7.59 2.89
H: -0.90 -7.02 3.04
H: 0.40 -6.60 0.97
H: -0.71 -6.76 -1.23
H: -3.12 -7.37 -1.36
F: -2.19 5.04 -6.65
C: -1.74 5.96 -7.54
C: -0.44 5.90 -7.99
C: 0.00 6.85 -8.90
C: -0.86 7.85 -9.34
C: -2.16 7.89 -8.87
C: -2.61 6.94 -7.97
H: 0.22 5.12 -7.63
H: 1.02 6.81 -9.27
H: -0.51 8.59 -10.05
H: -2.83 8.67 -9.21
H: -3.63 6.96 -7.60
F: -5.31 8.39 -6.40
C: -6.15 7.50 -5.84
C: -6.06 6.17 -6.20
C: -6.92 5.25 -5.62
C: -7.87 5.68 -4.70
C: -7.95 7.02 -4.35
C: -7.08 7.94 -4.93
H: -5.32 5.85 -6.93
H: -6.86 4.21 -5.89
H: -8.55 4.96 -4.25
H: -8.69 7.35 -3.64
H: -7.12 8.99 -4.66
F: 3.75 3.86 6.04
C: 2.44 3.71 6.37
C: 1.59 3.13 5.46
C: 0.25 2.97 5.79
C: -0.22 3.41 7.02
C: 0.66 4.01 7.92
C: 2.00 4.16 7.60
H: 1.97 2.79 4.50
H: -0.42 2.50 5.08
H: -1.26 3.29 7.27
H: 0.29 4.35 8.88
H: 2.70 4.61 8.29

Atom charges from the Mulliken analysis, given in e for atoms 1 to 4: atom 1 (C): -0.921, atom 2 (Si): -0.063, atom 3 (C): -0.981, atom 4 (C): -1.034


# C27H26BIrN11O2

C27H26BIrN11O2 as an isolated structure (wB97M-V/def2-TZVPD, the Open Molecules 2025 dataset).

Calculated values
**<S²>**: 8.81
**Net charge**: +2
**LUMO level (spin up / spin down)**: -6.12 / -10.87 eV
**Multiplicity**: 6
**M**: 739.61 Da

Geometry (Å):
Ir: 0.06 -0.17 -0.92
C: 0.21 -0.22 3.56
C: -0.14 -0.85 2.37
N: 0.45 -0.22 1.35
N: 1.17 0.79 1.84
C: 1.05 0.81 3.18
B: 2.00 1.69 0.89
N: 2.81 0.78 -0.05
C: 4.12 0.58 -0.25
C: 4.30 -0.22 -1.35
C: 3.01 -0.51 -1.79
N: 2.14 0.09 -0.99
N: 1.00 2.46 -0.03
C: 0.91 3.78 -0.21
C: -0.08 4.04 -1.15
C: -0.54 2.78 -1.51
N: 0.11 1.84 -0.82
N: 2.76 2.68 1.74
C: 4.05 2.97 2.00
C: 4.09 3.96 2.97
C: 2.74 4.23 3.25
N: 1.98 3.46 2.52
H: -0.11 -0.47 4.55
H: -0.76 -1.71 2.21
H: 1.53 1.55 3.78
H: 4.87 0.97 0.40
H: 5.23 -0.55 -1.78
H: 2.69 -1.10 -2.62
H: 1.53 4.48 0.31
H: -0.39 4.99 -1.52
H: -1.29 2.53 -2.24
H: 4.88 2.50 1.52
H: 4.95 4.40 3.41
H: 2.32 4.94 3.94
O: -1.86 0.05 -4.83
C: -1.44 -0.11 -3.71
O: -0.32 -0.35 -3.23
C: -2.54 -0.07 -2.57
C: -3.86 -0.06 -2.95
C: -4.85 -0.06 -1.96
C: -4.46 -0.06 -0.60
C: -5.38 -0.10 0.46
C: -4.97 0.05 1.80
C: -3.64 0.28 2.07
C: -2.71 0.34 1.02
C: -3.06 0.05 -0.30
N: -2.11 -0.06 -1.27
H: -4.13 -0.06 -3.99
H: -5.89 0.00 -2.23
H: -6.42 -0.30 0.25
H: -5.69 -0.02 2.59
H: -3.29 0.42 3.08
H: -1.70 0.66 1.21
C: -1.20 -5.36 -2.15
C: -0.42 -4.30 -1.48
C: 0.63 -4.39 -0.58
C: 1.01 -3.09 -0.27
N: 0.21 -2.22 -0.93
N: -0.64 -2.98 -1.66
C: 2.14 -2.76 0.63
H: -0.84 -6.33 -1.84
H: -1.10 -5.28 -3.24
H: -2.26 -5.27 -1.91
H: 1.07 -5.29 -0.21
H: -1.27 -2.55 -2.32
H: 2.62 -3.69 0.94
H: 1.82 -2.24 1.52
H: 2.89 -2.15 0.13

Atom charges from the Mulliken analysis, given in e for atoms 1 to 4: atom 1 (Ir): 1.779, atom 2 (C): -1.450, atom 3 (C): -0.660, atom 4 (N): -0.672


# C2H2N2O

One molecule with the formula C2H2N2O (wB97M-V/def2-TZVPD, the Open Molecules 2025 dataset).

Calculated values
**SMILES string**: N#C/N=C\O
**Net charge**: 0
**LUMO level**: 0.25 eV
**ΔE to the lowest compared entry with this formula, charge and spin**: 4.184 eV
**Multiplicity**: 1
**M**: 70.05 Da

Geometry (Å):
N: 1.69 2.35 -0.04
C: 0.95 1.53 0.24
N: -0.26 0.52 0.02
C: -0.88 -0.68 -0.19
O: -0.22 -1.75 0.18
H: -1.78 -0.48 -0.78
H: 0.51 -1.49 0.56

Atom charges from the Mulliken analysis, given in e for atoms 1 to 4: atom 1 (N): -0.297, atom 2 (C): 0.190, atom 3 (N): -0.451, atom 4 (C): 0.342